A single C2H2F2O2S molecule at a distorted geometry. Source: the Open Molecules 2025 dataset; level of theory: wB97M-V/def2-TZVPD.

Each line ends with the Mulliken charge.
Cartesian coordinates (Å):
S: 0.20 -2.06 -0.95  1.012
O: 0.02 -3.39 -0.55  -0.479
C: 0.14 0.81 -0.19  0.042
H: 0.44 0.89 -1.18  0.336
C: -0.02 -0.38 0.31  -0.449
F: -1.13 -1.68 -1.77  -0.194
O: 1.33 -1.72 -1.71  -0.468
H: -0.37 -0.48 1.31  0.399
F: -0.02 1.94 0.50  -0.200

Properties
E = -825.71847 a.u.
Net charge = 0
Highest occupied orbital energy = -11.327 eV
Energy above the lowest of the compared OMol25 structures with the same formula, charge and spin = 0.861 eV
HOMO-LUMO gap = 11.1751 eV